[1]
# C5H9NO

One molecule with the formula C5H9NO (the ωB97M-V functional and the def2-TZVPD basis, the Open Molecules 2025 dataset).

## Properties
SMILES = C[C@H]1N[C@H]1[C@H]1CO1
spin multiplicity = 1
max |F| = 0.5 eV/A

Last column: natural (NBO) charge in e.
Atoms and positions in Å:
C -1.923 -0.417 -0.071  -0.641
C -1.153 0.633 0.718  -0.063
N -0.064 0.385 1.668  -0.577
C 0.256 0.952 0.369  -0.126
C 0.864 0.089 -0.706  0.040
C 2.208 -0.486 -0.669  -0.107
O 1.061 -1.293 -0.425  -0.503
H -2.113 -0.038 -1.089  0.212
H -2.901 -0.622 0.385  0.219
H -1.362 -1.355 -0.156  0.229
H -1.777 1.473 1.023  0.194
H 0.294 -0.567 1.665  0.362
H 0.616 1.981 0.397  0.203
H 0.424 0.259 -1.691  0.187
H 2.719 -0.669 -1.615  0.184
H 2.851 -0.328 0.196  0.187

---

[2]
# C5H9NO

One molecule with the formula C5H9NO (the ωB97M-V functional and the def2-TZVPD basis, the Open Molecules 2025 dataset).

## Properties
SMILES = [H]/N=C(/C)OC1CC1
spin multiplicity = 1
max |F| = 0.3 eV/A

Last column: natural (NBO) charge in e.
Atoms and positions in Å:
H -1.758 -0.742 -2.502  0.344
N -1.461 0.232 -2.412  -0.684
C -0.841 0.383 -1.320  0.571
C -0.279 1.715 -0.914  -0.702
O -0.645 -0.686 -0.488  -0.511
C -0.171 -0.478 0.816  0.071
C 1.303 -0.413 1.072  -0.450
C 0.516 -1.649 1.426  -0.427
H -0.681 2.047 0.048  0.224
H 0.811 1.665 -0.820  0.230
H -0.541 2.440 -1.684  0.248
H -0.836 0.115 1.441  0.191
H 1.966 -0.473 0.214  0.226
H 1.651 0.234 1.871  0.220
H 0.641 -2.512 0.781  0.230
H 0.324 -1.877 2.469  0.220

---

[3]
# C5H9NO

One molecule with the formula C5H9NO (the ωB97M-V functional and the def2-TZVPD basis, the Open Molecules 2025 dataset).

## Properties
spin multiplicity = 1
max |F| = 0.5 eV/A

Last column: natural (NBO) charge in e.
Atoms and positions in Å:
C 1.086 -1.177 0.941  -0.621
C 0.469 -1.157 -0.433  -0.060
N -0.974 -1.394 -0.535  -0.595
C -0.433 -0.087 -0.905  -0.114
C -0.894 1.037 -0.035  -0.219
C 0.436 2.152 0.272  0.088
O -0.396 2.546 -0.651  -0.468
H 0.375 -0.827 1.695  0.209
H 1.378 -2.197 1.214  0.215
H 1.970 -0.534 0.971  0.228
H 1.091 -1.598 -1.213  0.195
H -1.213 -1.938 -1.359  0.359
H -0.387 0.184 -1.958  0.214
H -0.886 0.845 1.052  0.259
H -1.927 1.343 -0.244  0.233
H 0.305 2.803 1.189  0.079

---

[4]
# C5H9NO

One molecule with the formula C5H9NO (the ωB97M-V functional and the def2-TZVPD basis, the Open Molecules 2025 dataset).

## Properties
SMILES = CC(C)=C=NCO
spin multiplicity = 1
max |F| = 0.6 eV/A

Last column: natural (NBO) charge in e.
Atoms and positions in Å:
C -1.966 -0.737 0.621  -0.607
C -1.015 -0.047 -0.323  -0.195
C -1.154 -0.285 -1.806  -0.605
C -0.018 0.671 0.136  0.400
N 0.962 1.287 0.555  -0.459
C 2.166 0.460 0.744  0.083
O 2.986 0.943 1.755  -0.697
H -1.893 -1.821 0.478  0.211
H -1.734 -0.518 1.666  0.224
H -3.007 -0.454 0.431  0.212
H -2.130 0.044 -2.184  0.212
H -1.067 -1.358 -2.015  0.211
H -0.373 0.235 -2.367  0.220
H 2.690 0.424 -0.223  0.153
H 1.891 -0.564 1.017  0.165
H 3.345 1.789 1.461  0.471

---

Number 1: HOMO -9.354 eV. Number 2: HOMO -9.743 eV. Number 3: HOMO -7.865 eV. Number 4: HOMO -8.505 eV.